[1]
C22H34N3O | the ωB97M-V functional and the def2-TZVPD basis

Atoms and positions in Å:
C1 -5.787 -0.425 2.121
C2 -4.563 0.198 1.461
C3 -4.765 0.356 -0.044
C4 -3.560 0.993 -0.735
C5 -2.371 0.082 -0.830
N1 -2.536 -1.155 -0.459
C6 -1.546 -2.052 -0.574
C7 -1.790 -3.387 -0.191
C8 -0.817 -4.336 -0.342
C9 0.428 -3.997 -0.894
C10 0.702 -2.706 -1.258
C11 -0.269 -1.699 -1.086
C12 -0.083 -0.332 -1.416
N2 1.200 0.089 -1.885
C13 2.322 0.090 -1.186
O1 3.430 0.357 -1.633
C14 2.241 -0.231 0.324
N3 3.623 -0.098 0.818
C15 4.194 -1.357 1.354
C16 4.315 -2.432 0.286
C17 3.822 1.051 1.736
C18 3.636 2.383 1.028
C19 -1.120 0.568 -1.326
C20 -0.925 2.013 -1.683
C21 -0.431 2.823 -0.477
C22 -0.305 4.302 -0.811
H1 -5.984 -1.408 1.703
H2 -6.665 0.197 1.963
H3 -5.632 -0.531 3.192
H4 -3.693 -0.435 1.639
H5 -4.370 1.176 1.908
H6 -4.953 -0.621 -0.486
H7 -5.639 0.986 -0.221
H8 -3.842 1.275 -1.755
H9 -3.282 1.908 -0.208
H10 -2.765 -3.627 0.201
H11 -1.006 -5.359 -0.057
H12 1.169 -4.768 -1.042
H13 1.648 -2.461 -1.722
H14 1.277 0.346 -2.863
H15 1.858 -1.240 0.480
H16 1.567 0.468 0.819
H17 4.119 0.135 -0.106
H18 5.190 -1.130 1.740
H19 3.572 -1.697 2.186
H20 3.348 -2.814 -0.029
H21 4.846 -2.053 -0.584
H22 4.882 -3.267 0.688
H23 3.133 0.950 2.578
H24 4.842 0.996 2.121
H25 2.610 2.544 0.710
H26 4.283 2.450 0.156
H27 3.900 3.187 1.707
H28 -1.864 2.439 -2.035
H29 -0.195 2.109 -2.490
H30 -1.121 2.691 0.360
H31 0.544 2.436 -0.164
H32 0.049 4.860 0.052
H33 0.397 4.453 -1.629
H34 -1.268 4.709 -1.108

* SMILES string: CCCCc1nc2ccccc2c(NC(=O)C[NH+](CC)CC)c1CCC
* gap between HOMO and LUMO: 8.907 eV
* energy relative to the best compared isomer or geometry (same formula, charge and spin): 0.4 kcal per mole
* net charge: +1
* max |F|: 0.9 eV Å⁻¹



[2]
C22H35BeNO4P2 | the ωB97M-V functional and the def2-TZVPD basis

Atoms and positions in Å:
P1 -0.982 3.708 1.477
P2 -2.227 2.902 -1.692
C1 -1.696 4.930 0.276
C2 -2.739 4.375 -0.723
H1 -0.836 5.382 -0.248
H2 -2.145 5.711 0.911
H3 -3.672 4.099 -0.200
H4 -2.982 5.137 -1.480
C3 -1.113 3.545 -2.979
H5 -0.751 2.710 -3.594
H6 -0.244 4.046 -2.533
H7 -1.667 4.255 -3.607
C4 -3.708 2.365 -2.584
H8 -3.964 3.095 -3.364
H9 -4.542 2.265 -1.878
H10 -3.512 1.387 -3.043
C5 0.238 4.674 2.418
H11 0.842 3.983 3.022
H12 -0.265 5.396 3.077
H13 0.904 5.202 1.723
C6 -2.328 3.514 2.696
H14 -3.217 3.061 2.242
H15 -2.591 4.490 3.124
H16 -1.978 2.851 3.497
Be1 0.970 -3.533 1.035
C7 -1.208 0.101 -1.628
C8 0.077 0.445 -1.889
C9 0.738 1.613 -1.223
C10 1.590 1.352 0.056
C11 0.875 1.457 1.354
C12 -0.440 1.228 1.655
C13 -1.542 1.043 0.657
C14 -1.563 -0.258 -0.193
C15 1.708 -2.919 2.393
H17 -1.919 -0.167 -2.428
H18 0.726 -0.155 -2.547
H19 -0.041 2.341 -0.941
H20 1.368 2.147 -1.964
H21 2.113 0.372 -0.015
H22 2.365 2.147 0.014
H23 1.520 1.629 2.229
H24 -0.692 0.949 2.696
H25 -1.518 1.895 -0.086
H26 -2.529 1.145 1.146
H27 -0.859 -1.006 0.238
H28 -2.584 -0.688 -0.151
H29 1.503 -3.575 3.244
H30 1.412 -1.892 2.619
H31 2.787 -2.939 2.204
O1 1.403 -3.094 -2.400
C16 1.284 -3.529 -1.266
O2 0.616 -2.899 -0.277
C17 1.866 -4.854 -0.810
C18 1.480 -5.419 0.443
C19 2.157 -6.553 0.919
C20 3.172 -7.157 0.146
C21 3.472 -6.656 -1.137
C22 2.809 -5.524 -1.611
N1 3.921 -8.255 0.671
O3 3.611 -8.706 1.799
O4 4.869 -8.726 -0.001
H32 0.538 -5.113 0.996
H33 1.900 -6.982 1.887
H34 4.192 -7.188 -1.748
H35 3.030 -5.161 -2.621

* gap between HOMO and LUMO: 4.190 eV
* energy relative to the best compared isomer or geometry (same formula, charge and spin): 46.8 kcal per mole
* net charge: 0
* max |F|: 3.8 eV Å⁻¹



[3]
C22H35BrHfO2P2 | the ωB97M-V functional and the def2-TZVPD basis

Atoms and positions in Å:
P1 1.701 -3.333 0.788
P2 0.114 4.051 0.393
C1 1.302 -1.779 -0.246
C2 1.612 -0.374 0.168
H1 0.204 -1.969 -0.487
H2 1.811 -1.974 -1.202
H3 1.893 -0.308 1.242
H4 2.438 0.098 -0.446
C3 -0.261 4.991 -1.097
H5 0.217 5.941 -0.793
H6 -1.330 5.117 -1.315
H7 0.245 4.490 -1.926
C4 1.876 3.861 -0.047
H8 2.070 4.787 -0.586
H9 2.081 2.980 -0.661
H10 2.507 3.824 0.835
C5 0.534 -4.418 -0.102
H11 0.266 -5.279 0.521
H12 1.084 -4.768 -0.989
H13 -0.377 -3.893 -0.431
C6 3.261 -4.007 0.258
H14 4.048 -3.249 0.223
H15 3.108 -4.414 -0.745
H16 3.549 -4.838 0.916
Hf1 -0.590 -0.100 -0.833
C7 -0.451 1.501 -2.296
C8 -1.858 1.389 -1.935
C9 -2.914 0.644 -2.738
C10 -2.413 -0.689 -3.308
C11 -1.299 -1.213 -2.424
C12 0.029 -1.195 -2.904
C13 0.376 -0.295 -4.048
C14 0.025 1.190 -3.748
C15 1.445 -3.399 2.585
H17 0.125 2.355 -1.912
H18 -2.319 2.137 -1.288
H19 -3.393 1.248 -3.524
H20 -3.734 0.394 -2.048
H21 -3.236 -1.419 -3.390
H22 -2.074 -0.525 -4.332
H23 -1.622 -1.941 -1.643
H24 0.626 -2.118 -2.886
H25 -0.076 -0.535 -5.029
H26 1.453 -0.334 -4.267
H27 0.923 1.811 -3.970
H28 -0.709 1.552 -4.497
H29 2.188 -2.759 3.110
H30 1.680 -4.443 2.854
H31 0.405 -3.161 2.917
Br1 1.086 2.525 2.819
C16 -0.394 1.918 3.831
C17 -0.322 2.054 5.222
C18 -1.117 1.217 6.013
C19 -2.144 0.460 5.436
C20 -2.308 0.472 4.048
C21 -1.355 1.069 3.235
C22 -1.287 0.528 1.838
O1 -1.503 1.214 0.760
O2 -0.831 -0.655 1.705
H32 0.438 2.685 5.701
H33 -0.922 1.153 7.083
H34 -2.751 -0.228 6.031
H35 -3.131 -0.048 3.560

* gap between HOMO and LUMO (spin up / spin down): 3.037 / 3.035 eV
* energy relative to the best compared isomer or geometry (same formula, charge and spin): 35.3 kcal per mole
* net charge: +2
* max |F|: 7.4 eV Å⁻¹



[4]
C22H35Cl6NO12Zr | the ωB97M-V functional and the def2-TZVPD basis

Atoms and positions in Å:
Zr1 -9.394 8.953 27.742
C1 -10.162 4.333 22.532
C2 -8.780 3.657 22.441
C3 -8.407 3.850 21.026
C4 -6.880 3.476 20.849
C5 -5.881 4.134 21.803
C6 -6.359 4.071 23.295
N1 -7.818 4.405 23.361
O1 -8.311 4.556 24.745
C7 -5.373 5.051 24.060
C8 -6.021 2.581 23.908
C9 -8.942 2.119 22.776
H1 -10.013 5.390 22.307
H2 -10.775 4.231 23.427
H3 -10.818 4.045 21.710
H4 -8.424 4.928 20.868
H5 -9.057 3.358 20.302
H6 -6.639 3.818 19.843
H7 -6.725 2.399 20.776
H8 -5.795 5.142 21.397
H9 -4.921 3.632 21.686
H10 -5.488 4.808 25.117
H11 -5.499 6.133 24.024
H12 -4.363 4.798 23.739
H13 -4.951 2.400 24.004
H14 -6.494 1.875 23.224
H15 -6.524 2.394 24.857
H16 -8.814 1.891 23.834
H17 -8.371 1.419 22.166
H18 -9.967 1.769 22.657
C10 -7.792 11.723 21.650
C11 -8.256 11.279 22.997
O2 -9.327 10.811 23.445
O3 -7.469 11.363 23.984
H19 -7.284 10.971 21.046
H20 -7.099 12.538 21.856
H21 -8.620 12.145 21.081
C12 -2.187 8.200 15.521
Cl1 -0.968 8.122 16.820
Cl2 -2.785 6.589 15.081
Cl3 -1.496 8.892 13.991
H22 -3.065 8.731 15.889
C13 -5.409 17.219 18.141
Cl4 -4.089 15.957 17.863
Cl5 -5.659 17.473 19.915
Cl6 -6.810 16.660 17.203
H23 -5.006 18.143 17.726
C14 -0.386 8.653 30.834
C15 -0.630 9.967 31.602
O4 -1.895 10.354 31.134
C16 -2.504 9.275 30.615
O5 -3.657 9.283 30.195
O6 -1.629 8.294 30.433
H24 -0.025 8.010 31.638
H25 0.314 8.818 30.015
H26 0.087 10.732 31.303
H27 -0.537 9.798 32.675
C17 -18.468 6.546 27.215
C18 -18.355 7.656 26.141
O7 -17.214 8.423 26.570
C19 -16.421 7.555 27.141
O8 -15.144 7.627 27.309
O9 -17.075 6.388 27.404
H28 -18.874 5.671 26.708
H29 -18.923 6.751 28.185
H30 -19.247 8.266 25.999
H31 -18.236 7.343 25.103
C20 -17.169 14.300 23.831
C21 -15.731 13.987 23.347
O10 -16.004 12.924 22.467
C22 -17.348 12.835 22.179
O11 -17.808 12.041 21.389
O12 -17.992 13.723 22.813
H32 -17.322 15.365 24.009
H33 -17.421 13.633 24.655
H34 -15.218 13.568 24.213
H35 -15.179 14.763 22.818

* gap between HOMO and LUMO: 2.308 eV
* energy relative to the best compared isomer or geometry (same formula, charge and spin): 83.5 kcal per mole
* net charge: +2
* max |F|: 9.8 eV Å⁻¹



[5]
C22H35ClEuO2P2 | the ωB97M-V functional and the def2-TZVPD basis

Atoms and positions in Å:
P1 -1.580 5.178 -1.401
P2 -4.631 2.702 -1.491
C1 -3.257 5.087 -2.158
C2 -4.388 4.503 -1.285
H1 -3.172 4.585 -3.144
H2 -3.529 6.147 -2.355
H3 -4.251 4.738 -0.209
H4 -5.348 4.957 -1.594
C3 -4.694 2.224 -3.206
H5 -4.708 1.128 -3.273
H6 -3.850 2.611 -3.792
H7 -5.632 2.622 -3.625
C4 -6.201 2.362 -0.715
H8 -6.985 2.845 -1.312
H9 -6.230 2.755 0.309
H10 -6.351 1.276 -0.703
C5 -0.363 5.556 -2.682
H11 0.642 5.258 -2.350
H12 -0.365 6.644 -2.859
H13 -0.606 5.042 -3.622
C6 -1.752 6.797 -0.561
H14 -2.675 6.817 0.039
H15 -1.799 7.588 -1.325
H16 -0.890 6.987 0.092
Eu1 -0.089 -0.234 -2.282
C7 -3.501 2.538 0.998
C8 -3.424 1.997 -0.342
C9 -2.107 2.149 -1.194
C10 -0.849 2.666 -0.526
C11 -0.905 4.169 -0.007
C12 -1.476 4.581 1.265
C13 -1.804 3.707 2.388
C14 -2.434 2.337 1.978
C15 1.311 0.206 -0.345
H17 -4.495 2.807 1.355
H18 -3.680 0.904 -0.326
H19 -2.284 2.799 -2.082
H20 -1.938 1.138 -1.656
H21 -0.495 1.994 0.255
H22 -0.048 2.655 -1.299
H23 0.153 4.505 -0.021
H24 -1.314 5.641 1.507
H25 -2.555 4.229 3.027
H26 -0.930 3.509 3.033
H27 -1.675 1.632 1.628
H28 -2.869 1.884 2.880
H29 0.959 -0.520 0.408
H30 1.429 1.207 0.095
H31 2.259 -0.156 -0.785
Cl1 1.845 -7.937 1.230
C16 1.299 -6.498 0.481
C17 1.954 -6.039 -0.673
C18 1.528 -4.845 -1.260
C19 0.489 -4.110 -0.698
C20 -0.170 -4.574 0.448
C21 0.246 -5.766 1.059
C22 0.125 -2.823 -1.374
O1 0.833 -2.430 -2.393
O2 -0.840 -2.088 -0.930
H32 2.778 -6.597 -1.109
H33 2.008 -4.466 -2.156
H34 -0.998 -4.006 0.874
H35 -0.226 -6.145 1.966

* gap between HOMO and LUMO (spin up / spin down): 3.205 / 4.410 eV
* multiplicity: 8
* energy relative to the best compared isomer or geometry (same formula, charge and spin): 217.7 kcal per mole
* net charge: 0
* max |F|: 2.8 eV Å⁻¹
* ⟨S²⟩: 15.8003



[6]
C22H35MgO11 | the ωB97M-V functional and the def2-TZVPD basis

Atoms and positions in Å:
Mg1 -0.057 0.122 0.441
C1 0.922 4.195 1.894
C2 0.509 3.434 0.627
O1 0.541 2.020 0.760
H1 0.210 3.963 2.686
H2 0.947 5.270 1.714
H3 1.901 3.991 2.328
H4 1.151 3.823 -0.163
H5 -0.518 3.736 0.422
O2 0.493 0.273 -1.554
C3 0.244 0.187 -2.790
O3 -0.651 -0.770 -3.216
C4 -0.789 -0.673 -4.612
C5 -0.043 0.574 -5.076
C6 0.914 0.981 -3.954
H6 -1.835 -0.600 -4.909
H7 -0.333 -1.518 -5.127
H8 -0.736 1.381 -5.316
H9 0.485 0.364 -6.006
H10 1.054 2.019 -3.652
H11 1.905 0.615 -4.221
O4 1.936 -0.655 1.116
C7 3.149 -0.520 1.267
O5 4.001 -1.453 0.777
C8 5.386 -1.097 1.045
C9 5.330 0.295 1.576
C10 3.929 0.619 2.049
H12 5.961 -1.121 0.120
H13 5.755 -1.770 1.819
H14 5.735 0.965 0.818
H15 5.973 0.285 2.456
H16 3.615 1.641 1.836
H17 3.963 0.396 3.116
O6 -0.584 -0.198 2.289
C11 -0.483 -0.032 3.498
O7 -0.370 -1.025 4.360
C12 -0.346 -0.574 5.742
C13 -0.032 0.886 5.589
C14 -0.439 1.312 4.235
H18 0.386 -1.113 6.344
H19 -1.338 -0.808 6.127
H20 1.019 1.113 5.772
H21 -0.565 1.392 6.394
H22 0.240 1.999 3.730
H23 -1.442 1.734 4.173
O8 -0.370 -1.791 0.098
C15 -0.711 -2.902 -0.329
O9 0.046 -3.973 -0.178
C16 -0.329 -5.064 -0.946
C17 -1.235 -4.392 -2.015
C18 -1.847 -3.283 -1.237
H24 -1.001 -5.716 -0.388
H25 0.509 -5.564 -1.433
H26 -2.078 -5.035 -2.270
H27 -0.841 -4.085 -2.983
H28 -2.591 -3.567 -0.493
H29 -2.162 -2.522 -1.952
O10 -1.934 0.239 -0.095
C19 -2.819 0.506 -0.894
O11 -3.325 -0.428 -1.663
C20 -4.278 0.095 -2.497
C21 -4.037 1.614 -2.548
C22 -3.388 1.854 -1.213
H30 -5.281 -0.136 -2.136
H31 -4.138 -0.280 -3.511
H32 -5.026 2.034 -2.732
H33 -3.435 1.997 -3.373
H34 -4.193 2.107 -0.524
H35 -2.627 2.634 -1.211

* gap between HOMO and LUMO: 7.581 eV
* energy relative to the best compared isomer or geometry (same formula, charge and spin): 0.0 kcal per mole
* net charge: +1
* max |F|: 4.9 eV Å⁻¹



[7]
C22H35NO3P2SV | the ωB97M-V functional and the def2-TZVPD basis

Atoms and positions in Å:
P1 -1.894 1.740 -1.985
P2 -2.539 -0.522 1.042
C1 -3.121 0.372 -1.543
C2 -3.602 0.434 -0.082
H1 -2.620 -0.588 -1.767
H2 -3.975 0.486 -2.228
H3 -3.592 1.434 0.385
H4 -4.596 -0.032 0.012
C3 -3.567 -2.107 0.895
H5 -3.161 -2.882 1.560
H6 -3.513 -2.496 -0.134
H7 -4.621 -1.909 1.162
C4 -3.169 -0.028 2.716
H8 -4.075 -0.574 3.030
H9 -3.370 1.046 2.669
H10 -2.376 -0.190 3.463
C5 -1.337 1.103 -3.621
H11 -0.591 1.799 -4.022
H12 -2.218 1.017 -4.295
H13 -0.859 0.115 -3.487
C6 -3.100 3.013 -2.492
H14 -3.624 3.393 -1.602
H15 -3.821 2.551 -3.192
H16 -2.559 3.845 -2.960
V1 -0.574 1.825 -0.288
C7 -0.281 -2.052 1.426
C8 -0.571 -3.346 1.222
C9 -0.510 -3.986 -0.106
C10 0.894 -3.928 -0.807
C11 1.077 -2.946 -1.934
C12 0.789 -1.648 -2.029
C13 0.079 -0.809 -0.933
C14 0.518 -1.108 0.513
C15 0.311 3.842 -0.816
H17 -0.602 -1.563 2.348
H18 -0.944 -3.992 2.036
H19 -1.286 -3.547 -0.743
H20 -0.784 -5.040 0.071
H21 1.677 -3.871 -0.031
H22 1.052 -4.922 -1.259
H23 1.482 -3.409 -2.856
H24 0.790 -1.149 -3.010
H25 -0.984 -1.013 -1.088
H26 0.272 0.337 -1.157
H27 1.556 -1.450 0.472
H28 0.584 -0.098 0.980
H29 0.649 4.017 0.220
H30 -0.177 4.735 -1.253
H31 1.170 3.627 -1.489
O1 2.355 1.678 -1.060
C16 2.590 1.683 0.174
N1 1.583 1.974 1.051
S1 2.133 2.145 2.593
O2 2.244 3.509 3.046
O3 1.533 1.185 3.479
C17 3.763 1.505 2.226
C18 4.806 1.141 3.114
C19 5.989 0.605 2.574
C20 6.083 0.464 1.179
C21 5.037 0.832 0.336
C22 3.855 1.345 0.862
H32 4.777 1.243 4.198
H33 6.848 0.327 3.193
H34 7.003 0.081 0.760
H35 5.114 0.759 -0.738

* gap between HOMO and LUMO (spin up / spin down): 8.058 / 7.915 eV
* multiplicity: 4
* energy relative to the best compared isomer or geometry (same formula, charge and spin): 33.1 kcal per mole
* net charge: 0
* max |F|: 5.6 eV Å⁻¹
* ⟨S²⟩: 3.7892



| no. | energy (eV) |
| --- | --- |
| 1 | -29879.29857 |
| 2 | -52033.63174 |
| 3 | -117381.08101 |
| 4 | -125823.35626 |
| 5 | -77895.06762 |
| 6 | -51346.73412 |
| 7 | -86109.57429 |